ORCA calculation (ωB97M-V/def2-TZVPD) on a molecular structure, C2H3F3Si at a distorted geometry.

Last column: Mulliken charge in e.
Atoms and positions in Å:
C 0.1286 1.7325 0.1425  -0.55
C 0.8347 0.6437 0.1432  -0.43
F -0.2687 -2.5899 1.0539  -0.26
F -1.8462 -1.2027 -0.3153  -0.21
F 0.1021 -2.2460 -1.4702  -0.18
Si -0.3161 -1.5390 -0.1742  0.76
H 0.5636 2.6620 0.2917  0.29
H -1.0259 1.8474 0.1040  0.18
H 1.8279 0.6919 0.2242  0.39

Force components x, y, z for each atom (eV/Å):
-4.05 -0.16 0.08
-4.74 -3.86 -0.83
0.38 0.88 -0.92
-0.26 0.31 -0.05
0.76 -0.80 -1.34
0.88 3.13 2.75
1.17 1.66 0.15
2.05 -0.73 -0.12
3.81 -0.43 0.29

Summary:
**Energy above the lowest of the compared OMol25 structures with the same formula, charge and spin**: 43.71 kcal per mole
**Net charge**: 0
**Highest occupied orbital energy**: -10.6238 eV
**E_LUMO**: 0.35 eV